# 1
DFT (ωB97M-V/def2-TZVPD) results for a cluster of 3 separate species, C3H14NO3 in total.

Orbital gap, eV: 11.86
E_HOMO, eV: -14.73
Charge: +1
2S+1: 1
Lowest unoccupied orbital energy, eV: -2.87
ΔE to the lowest compared entry with this formula, charge and spin, eV: 1.2942

Last column: Mulliken charge in e.
CARTESIAN COORDINATES (ANGSTROEM)
C (0.64879, 0.32775, -0.44685)  -0.9209
C (0.51923, 1.59312, -1.33754)  0.2901
C (0.60587, 1.14987, -2.83963)  -1.2857
O (-0.82229, 1.96242, -1.06807)  -0.6165
N (0.17911, 0.83159, 0.88082)  -0.2149
H (-0.03692, -0.44712, -0.73815)  0.3503
H (1.59468, -0.13613, -0.41148)  0.4783
H (1.25807, 2.28029, -0.89781)  0.3667
H (1.57561, 0.91917, -2.99411)  0.4456
H (0.17125, 2.02312, -3.46956)  0.3006
H (-0.11137, 0.35368, -3.01324)  0.3738
H (-0.86456, 2.88904, -0.85092)  0.3597
H (-0.36202, 1.75691, 0.74911)  0.4250
H (0.94514, 0.97515, 1.54160)  0.3360
H (-0.48818, 0.16279, 1.36426)  0.3370
H (-0.64355, -2.09175, 1.86261)  0.4324
H (-0.72197, -1.38699, 3.27295)  0.2726
O (-0.76021, -1.15197, 2.40924)  -0.7401
H (-0.25831, -4.45555, 1.96156)  0.3400
H (-1.61273, -3.88000, 2.23494)  0.3361
O (-0.81564, -3.67541, 1.79028)  -0.6661

Atoms 1-2, force components in eV/Å:
-1.3 1.3 0.0
-0.4 -2.6 -0.7

# 2
DFT (ωB97M-V/def2-TZVPD) results for a cluster of 4 separate species, C3H14NO3 in total.

Orbital gap, eV: 10.01
E_HOMO, eV: -14.59
Charge: +1
2S+1: 1
Lowest unoccupied orbital energy, eV: -4.58
ΔE to the lowest compared entry with this formula, charge and spin, eV: 2.9643

Last column: Mulliken charge in e.
CARTESIAN COORDINATES (ANGSTROEM)
C (0.24280, -1.77779, -1.37082)  -0.9610
C (-0.26297, -1.27685, 0.01655)  -0.2579
C (-0.90192, 0.98810, 1.00548)  -0.0334
N (-0.23124, 0.16162, 0.21040)  0.0308
H (-0.57818, -2.08453, -2.07192)  0.2716
H (0.76689, -0.89461, -1.81086)  0.2698
H (0.56622, -2.80019, -1.24550)  0.2956
H (-1.24941, -1.78916, 0.36860)  0.3314
H (0.38968, -1.73110, 0.77589)  0.3308
H (-0.74254, 2.14089, 0.88344)  0.2179
H (-1.49802, 0.51454, 1.80232)  0.2912
H (0.46746, 0.60654, -0.38163)  0.2099
H (-0.70165, 4.09515, 1.80281)  0.3418
H (-1.17213, 3.94221, 3.14854)  0.2981
O (-0.79735, 3.38685, 2.51340)  -0.6379
H (0.95635, -4.79738, 0.20230)  0.2995
H (-0.45168, -4.52478, 0.85725)  0.2627
O (0.23164, -4.19856, 0.38555)  -0.5709
H (2.20797, 2.83093, -2.13368)  0.3282
H (1.40077, 3.89864, -2.93117)  0.3485
O (1.35732, 3.30947, -2.02695)  -0.6666

Atoms 1-2, force components in eV/Å:
-2.4 1.1 -0.2
-1.2 -3.0 1.5

# 3
DFT (ωB97M-V/def2-TZVPD) results for a cluster of 4 separate species, C3H14NO3 in total.

Orbital gap, eV: 11.30
E_HOMO, eV: -14.01
Charge: +1
2S+1: 1
Lowest unoccupied orbital energy, eV: -2.71
ΔE to the lowest compared entry with this formula, charge and spin, eV: 1.1171

Last column: Mulliken charge in e.
CARTESIAN COORDINATES (ANGSTROEM)
C (3.01936, -1.33594, 0.70771)  -0.8427
C (2.33414, 0.04938, 0.25199)  -0.3483
C (1.23730, 0.58893, 0.78436)  -0.2044
N (0.52247, 1.59673, 0.02607)  -0.1270
H (2.30994, -1.61589, 1.54802)  0.2791
H (2.90539, -1.86613, -0.24759)  0.2760
H (4.00818, -1.02001, 1.03052)  0.3062
H (2.73070, 0.43698, -0.67212)  0.3312
H (0.81405, 0.35994, 1.78139)  0.3398
H (0.69769, 1.47217, -1.00172)  0.3815
H (-0.50417, 1.47001, 0.04854)  0.2659
H (0.72419, 2.55270, 0.30783)  0.4123
H (0.52357, -0.88918, -2.24034)  0.2829
H (0.46376, 0.27608, -3.23049)  0.2854
O (0.48554, 0.07156, -2.28851)  -0.5732
H (-2.96862, 1.27653, -0.20801)  0.2959
H (-2.82938, -0.13253, 0.10878)  0.3149
O (-2.25712, 0.64733, -0.01798)  -0.6719
H (-5.13975, -1.82155, 0.69260)  0.3159
H (-4.56020, -1.02124, 1.79221)  0.3191
O (-4.51704, -1.09585, 0.82674)  -0.6387

Atoms 1-2, force components in eV/Å:
-2.8 3.6 0.4
0.0 -1.6 0.7

# 4
DFT (ωB97M-V/def2-TZVPD) results for a cluster of 4 separate species, C3H14NO3 in total.

Orbital gap (alpha / beta), eV: 7.74 / 3.69
E_HOMO (alpha / beta), eV: -17.32 / -17.30
Charge: +2
2S+1: 2
Lowest unoccupied orbital energy (alpha / beta), eV: -9.59 / -13.61
ΔE to the lowest compared entry with this formula, charge and spin, eV: 2.0408

Last column: Mulliken spin population.
CARTESIAN COORDINATES (ANGSTROEM)
C (1.46154, -1.81860, 2.41315)  0.0405
C (0.64636, -0.80776, 1.80932)  0.2742
C (0.14011, -0.83651, 0.54759)  0.4401
N (-0.31348, 0.36192, -0.18780)  -0.0082
H (0.96009, -2.40485, 3.28551)  0.0941
H (2.08286, -2.34581, 1.68455)  -0.0029
H (2.38572, -1.35260, 2.98286)  0.0517
H (0.46980, 0.19268, 2.38610)  0.0143
H (0.08742, -1.67415, 0.02227)  0.0467
H (-1.46298, 0.28452, -0.21097)  0.0328
H (-0.16943, 1.26515, 0.31208)  0.0061
H (0.03882, 0.52442, -1.21958)  0.0075
H (-0.21117, 3.51149, 1.57868)  -0.0001
H (-0.49723, 3.55773, 0.03238)  0.0000
O (-0.11534, 3.02110, 0.76280)  0.0001
H (-1.81120, 2.66361, -2.95798)  0.0000
H (-2.83739, 2.75342, -1.93830)  -0.0001
O (-1.98497, 2.36618, -2.04357)  0.0012
H (-0.40678, -3.08866, -3.28225)  -0.0001
H (0.97482, -3.39800, -2.71848)  -0.0001
O (0.56242, -2.77526, -3.25836)  0.0023

Atoms 1-2, force components in eV/Å:
2.4 0.2 1.1
0.4 3.0 3.1

# 5
DFT (ωB97M-V/def2-TZVPD) results for a cluster of 4 separate species, C3H14NO3S in total.

Orbital gap, eV: 6.88
E_HOMO, eV: -3.33
Charge: -1
2S+1: 1
Lowest unoccupied orbital energy, eV: 3.55
ΔE to the lowest compared entry with this formula, charge and spin, eV: 2.2208

Last column: Mulliken charge in e.
CARTESIAN COORDINATES (ANGSTROEM)
C (-3.34686, 2.22405, -2.55408)  -0.8354
N (-2.66266, 1.11841, -1.71983)  -0.4471
C (-1.29503, 1.07360, -2.02077)  -0.4247
C (-0.40393, 0.13874, -0.93412)  -0.4376
S (0.64852, 1.10694, 0.23812)  -0.7267
H (-3.64145, 1.86728, -3.51187)  0.2652
H (-2.62374, 2.94341, -2.78090)  0.3297
H (-4.23747, 2.67868, -1.99119)  0.2747
H (-2.93142, 1.36150, -0.79795)  0.2645
H (-1.15058, 0.64896, -2.98382)  0.2762
H (-0.79373, 2.05468, -1.98760)  0.2928
H (0.25305, -0.62341, -1.50655)  0.2345
H (-1.20034, -0.43387, -0.28040)  0.1823
H (1.82796, -1.86846, 1.63147)  0.4030
H (1.00626, -0.57170, 1.63512)  0.2198
O (0.92736, -1.65284, 1.61603)  -0.7722
H (0.74614, -2.85594, 2.96687)  0.3703
H (0.27243, -4.17997, 3.14172)  0.2928
O (1.00520, -3.64659, 3.39824)  -0.6185
H (2.70839, -0.20656, 0.52395)  0.2585
H (4.11416, -0.02184, 1.28940)  0.2864
O (3.59089, -0.56943, 0.72754)  -0.6885

Atoms 1-2, force components in eV/Å:
-0.7 -1.6 2.3
-3.2 1.4 -1.9

# 6
DFT (ωB97M-V/def2-TZVPD) results for a structure of composition C3H14NOTc.

Orbital gap (alpha / beta), eV: 8.58 / 9.37
E_HOMO (alpha / beta), eV: -12.74 / -14.19
Charge: +1
2S+1: 4
Lowest unoccupied orbital energy (alpha / beta), eV: -4.16 / -4.82
ΔE to the lowest compared entry with this formula, charge and spin, eV: 0.2570

Last column: Mulliken spin population.
CARTESIAN COORDINATES (ANGSTROEM)
C (1.90023, 1.62003, -1.19697)  -0.1351
Tc (0.48130, 0.26872, -0.44873)  3.0919
N (0.18638, 1.42465, 1.29175)  0.0277
H (-0.27927, -0.21752, -1.80079)  0.0283
H (-1.04246, 0.61832, -0.69744)  -0.1271
H (1.89334, 1.57876, -2.30368)  0.0650
H (2.95451, 1.45720, -0.87859)  -0.0069
H (1.65575, 2.66717, -0.93334)  0.0274
H (0.41061, 0.92787, 2.15984)  0.0055
H (-0.78369, 1.71442, 1.41360)  0.0044
H (0.71594, 2.29227, 1.35888)  0.0024
C (-2.07956, -3.10698, 0.22809)  -0.0001
C (-1.94236, -1.60034, 0.30886)  0.0015
O (-0.54297, -1.23218, 0.61694)  0.0034
H (-1.36412, -3.53213, -0.48383)  0.0003
H (-3.08018, -3.34360, -0.13425)  -0.0001
H (-1.96091, -3.58532, 1.20482)  0.0002
H (-2.14742, -1.08379, -0.63221)  0.0036
H (-2.53748, -1.14645, 1.10831)  -0.0005
H (-0.17902, -1.79964, 1.31728)  0.0081

Atoms 1-2, force components in eV/Å:
-0.2 0.4 -0.5
0.9 -0.1 -1.3

# 7
DFT (ωB97M-V/def2-TZVPD) results for a cluster of 4 separate species, C3H14O3 in total.

Orbital gap, eV: 11.47
E_HOMO, eV: -10.94
SMILES: CCC.O.O.O
2S+1: 1
Lowest unoccupied orbital energy, eV: 0.53
ΔE to the lowest compared entry with this formula, charge and spin, eV: 0.6448

Last column: Mulliken charge in e.
CARTESIAN COORDINATES (ANGSTROEM)
C (0.42499, 1.04919, -1.35628)  -1.1311
C (0.72079, -0.44316, -1.41409)  0.0083
C (-0.50387, -1.34451, -1.46357)  -0.9841
H (-0.40411, 1.31285, -2.03387)  0.3597
H (1.23884, 1.61005, -1.82019)  0.3716
H (0.10079, 1.53080, -0.43668)  0.0806
H (1.37083, -0.79755, -0.61199)  0.2428
H (1.33598, -0.60256, -2.30592)  0.2980
H (-0.37111, -2.17651, -2.16058)  0.3361
H (-0.70013, -1.76684, -0.47940)  0.1263
H (-1.42318, -0.85814, -1.78288)  0.2955
O (0.45967, -1.46293, 2.31329)  -0.6230
H (-0.20742, -1.39451, 1.64482)  0.3254
H (0.28223, -0.76969, 2.94074)  0.2696
O (1.07030, 1.71463, 1.87377)  -0.5774
H (1.81453, 2.04905, 1.36290)  0.3037
H (1.42128, 1.38148, 2.70350)  0.2899
O (-2.04883, -0.00940, 0.90090)  -0.5489
H (-1.75047, 0.84990, 0.65445)  0.2889
H (-2.83112, 0.12784, 1.47109)  0.2680

Atoms 1-2, force components in eV/Å:
-0.6 0.7 -1.1
0.3 -0.1 -0.2

# 8
DFT (ωB97M-V/def2-TZVPD) results for a cluster of 5 separate species, C3H14O4 in total.

Orbital gap, eV: 8.18
E_HOMO, eV: -8.48
2S+1: 1
Lowest unoccupied orbital energy, eV: -0.31
ΔE to the lowest compared entry with this formula, charge and spin, eV: 5.1415

Last column: Mulliken charge in e.
CARTESIAN COORDINATES (ANGSTROEM)
C (-0.38023, -0.93774, -0.35455)  -0.1989
O (0.65529, 1.59943, 1.39791)  -0.9096
C (-1.13655, -0.23491, 0.64986)  -0.5635
C (-1.69330, -1.79665, 0.16277)  -0.9505
H (-0.52345, -0.58677, -1.36023)  0.3920
H (0.61243, -1.34524, -0.13565)  0.4242
H (0.54003, 2.39618, 1.93397)  0.1296
H (-0.77625, -0.36790, 1.65452)  0.3785
H (-1.83657, 0.57738, 0.56029)  0.3352
H (-2.33309, -1.67642, -0.69505)  0.3422
H (-1.23739, -2.94264, 0.02911)  0.3498
H (-2.41601, -1.88447, 1.11225)  0.3867
H (1.98247, 0.07765, -2.80115)  0.2845
H (1.10668, 0.79640, -1.73151)  0.3877
O (1.54492, -0.03086, -1.93856)  -0.6309
H (1.40997, 0.30740, 1.44917)  0.3773
H (2.79613, -0.04870, 0.97441)  0.2911
O (2.00306, -0.50137, 1.33334)  -0.7264
H (0.02994, 1.82672, 0.01600)  0.3734
H (-0.30326, 2.83639, -1.26962)  0.2321
O (-0.04482, 1.93613, -0.98725)  -0.7046

Atoms 1-2, force components in eV/Å:
-0.4 2.2 1.4
-1.2 0.5 -0.1